Entry 1:
# C27H36N2O3

An isolated molecule of C27H36N2O3 (wB97M-V/def2-TZVPD, the OMol25 dataset).

Geometry (Å):
1 O -1.8765 -0.4859 -2.1057
2 O 7.6446 -1.9739 0.2179
3 O 4.1691 -2.1620 -2.7544
4 N -5.1853 -0.2926 0.4111
5 N 4.4740 -0.6015 -1.1530
6 C 5.9037 -0.8564 -1.1228
7 C 1.4612 -1.4558 -0.8824
8 C -2.7743 -0.8776 -1.0801
9 C -6.8859 1.0179 1.6281
10 C 1.5972 -0.4967 -3.0707
11 C -4.9179 2.4746 4.5128
12 C -4.1443 3.4294 3.8748
13 C -4.2719 3.6134 2.5084
14 C 0.2322 -0.3135 -3.0727
15 C 4.7394 1.7802 -0.6801
16 C -5.8108 1.7073 3.7865
17 C -5.9432 1.8804 2.4134
18 C 6.3053 -1.5467 0.1980
19 C -2.8089 0.1252 0.0752
20 C 3.9964 0.4893 -0.3345
21 C -6.3015 -0.3769 1.3370
22 C 3.7029 -1.3224 -2.0035
23 C -0.5438 -0.7056 -1.9781
24 C -3.8942 -0.2752 1.0686
25 C 2.2311 -1.0562 -1.9657
26 C -5.1660 2.8450 1.7843
27 C 0.0874 -1.2861 -0.8817
28 C 6.2393 1.5782 -0.4962
29 C -4.1667 -0.9415 -1.7044
30 C 7.9080 -3.1302 -0.5409
31 C -5.2055 -1.2877 -0.6421
32 C 6.7095 0.4212 -1.3726
33 H 7.8017 -2.9545 -1.6158
34 H -3.4473 4.0294 4.4413
35 H 5.6264 -2.3957 0.3715
36 H 1.9382 -1.9118 -0.0264
37 H 4.3764 2.5867 -0.0415
38 H -3.6725 4.3590 2.0061
39 H -3.0380 1.1117 -0.3293
40 H 2.1846 -0.2053 -3.9282
41 H -4.3953 0.0336 -2.1344
42 H -0.2697 0.1256 -3.9203
43 H 7.2416 -3.9510 -0.2511
44 H 2.9261 0.6165 -0.5018
45 H 6.4553 1.3672 0.5525
46 H -5.0023 -2.3033 -0.2506
47 H -3.6500 -1.2672 1.4982
48 H -7.1158 1.4929 0.6741
49 H -7.0917 -0.9848 0.8888
50 H -6.0071 -0.8575 2.2816
51 H -6.4146 0.9647 4.2896
52 H 6.6023 0.7030 -2.4225
53 H 8.9385 -3.4055 -0.3239
54 H -7.8149 0.8859 2.1873
55 H -4.8265 2.3291 5.5796
56 H 7.7605 0.2018 -1.1802
57 H -1.8424 0.1774 0.5784
58 H -6.1971 -1.2912 -1.0999
59 H -3.9259 0.4490 1.8832
60 H 6.2211 -0.8511 1.0363
61 H -0.4743 -1.6151 -0.0218
62 H 4.1549 0.2474 0.7233
63 H 6.7783 2.4870 -0.7694
64 H -5.2599 2.9857 0.7176
65 H 4.5293 2.0448 -1.7186
66 H 6.0900 -1.5622 -1.9401
67 H -4.1813 -1.6843 -2.5026
68 H -2.5026 -1.8760 -0.7057

ΔE to the lowest compared entry with this formula, charge and spin: 40.9 kcal/mol
LUMO level: 0.72 eV
E_tot: -37706.301 eV
Spin multiplicity: 1
Structure (SMILES): COC[C@@H]1CCCCN1C(=O)c1ccc(OC2CCN(CCc3ccccc3)CC2)cc1
Charge: 0
Maximum force: 0.7 eV/A
HOMO energy: -0.3097 Eh

Entry 2:
# C27H36N4O6RuS2

A structure of composition C27H36N4O6RuS2 (wB97M-V/def2-TZVPD, the OMol25 dataset).

Geometry (Å):
1 Ru -0.3806 -0.6658 1.0717
2 S -4.3675 -1.2541 1.6297
3 S -2.8807 -0.6515 2.8449
4 O -5.3585 -1.9577 2.4149
5 O -4.8631 -0.1697 0.8276
6 O -1.9559 0.7577 0.3484
7 O -0.1065 -2.4034 2.6567
8 O -0.3755 -0.2458 -1.6841
9 O -3.7938 -2.2697 0.5203
10 N 0.4021 -2.5601 -0.0182
11 N 2.4205 -1.0477 1.3612
12 N 1.2580 1.3055 -1.5733
13 N 0.1921 1.6003 1.8867
14 C 0.5904 0.4704 -3.7639
15 C 1.8593 3.2492 -3.0411
16 C -3.1636 -4.2778 3.1764
17 C 1.8960 0.4466 3.2326
18 C -2.8565 2.2745 -1.1863
19 C 2.3328 2.0647 -2.1730
20 C 1.2949 -2.6690 -1.1446
21 C -1.9179 1.9096 -0.1629
22 C 1.0246 1.6813 3.0778
23 C -3.0759 -3.5612 0.8153
24 C -2.0369 -3.4996 3.4480
25 C 2.7938 0.2023 2.0114
26 C -1.1958 -2.9944 2.3856
27 C -0.0696 2.7181 1.3076
28 C 2.7883 -2.1729 2.2115
29 C -2.9222 3.5415 -1.6929
30 C 0.2698 1.8042 -4.4712
31 C 2.7497 -2.4744 -0.7080
32 C -3.6712 -4.3717 1.9192
33 C 0.4567 3.0525 -3.6097
34 C -0.7863 -3.1029 -0.0706
35 C 0.4213 0.4835 -2.2548
36 C -1.0121 2.9474 0.2595
37 C -1.6288 -3.2525 1.0429
38 C -2.0518 4.5555 -1.2382
39 C -1.1172 4.2416 -0.2868
40 C 3.0310 -1.1653 0.0388
41 H -3.6776 -4.7621 3.9982
42 H 2.2831 -3.0718 1.8714
43 H 2.4536 -1.9922 3.2291
44 H 1.0505 -1.9269 -1.9155
45 H 0.2012 3.9292 -4.2099
46 H 3.8602 0.1924 2.3005
47 H -3.6531 3.7799 -2.4582
48 H -0.2524 3.0169 -2.7845
49 H 2.6717 -0.3330 -0.5724
50 H -1.6901 -3.3516 4.4609
51 H 1.1992 -3.6591 -1.6127
52 H -0.0553 -0.3202 -4.1394
53 H -0.4357 5.0078 0.0751
54 H 2.4809 0.5219 4.1509
55 H -3.5322 1.4897 -1.5039
56 H 2.9403 1.3896 -2.7824
57 H 0.4475 3.6195 1.6734
58 H -1.1490 -3.5277 -1.0193
59 H 2.5782 3.3945 -3.8531
60 H -0.7738 1.7838 -4.7899
61 H 3.0512 -3.3252 -0.0955
62 H 1.8526 4.1612 -2.4392
63 H 0.8825 1.8810 -5.3745
64 H 3.3819 -2.4748 -1.6010
65 H 1.0852 1.3462 -0.5776
66 H 1.2106 -0.3986 3.3243
67 H 3.8830 -2.3185 2.2120
68 H 1.6232 0.1770 -3.9737
69 H 2.6611 1.0109 1.2849
70 H -3.2005 -4.0783 -0.1385
71 H -2.1216 5.5599 -1.6366
72 H 1.6362 2.5975 3.0634
73 H -4.5554 -4.9591 1.7147
74 H 0.3637 1.7377 3.9497
75 H 2.9762 2.4250 -1.3710
76 H 4.1299 -1.0619 0.1313

LUMO level (spin up / spin down): 2.38 / 2.03 eV
E_tot: -71079.931 eV
⟨S²⟩: 8.7874
Spin multiplicity: 6
Charge: -1
Maximum force: 0.7 eV/A
HOMO energy (spin up / spin down): -0.1453 / -0.1556 Eh

Entry 3:
# C27H36N4PSSr

A structure of composition C27H36N4PSSr (wB97M-V/def2-TZVPD, the OMol25 dataset).

Geometry (Å):
1 Sr -1.9030 0.2181 -1.6243
2 S -2.6440 2.9439 -0.5381
3 P 1.0111 -0.1401 -0.4582
4 N -4.3011 -0.4881 -2.6190
5 N -1.7491 4.2593 1.6484
6 N -0.3917 2.7028 0.9328
7 N -3.2046 -1.4319 -0.0328
8 C -0.8157 -3.8355 -0.1888
9 C 0.0912 -0.3083 2.0823
10 C -0.7201 4.1646 2.6859
11 C 1.2113 -0.0023 4.1641
12 C 3.8007 0.4387 1.4486
13 C -0.0553 -2.7239 0.1057
14 C 4.9377 0.0330 -2.8382
15 C 2.5971 -0.1592 -1.3497
16 C -0.0578 -0.9046 -3.2074
17 C 2.8928 0.9958 -2.0729
18 C 4.0584 1.1028 -2.8126
19 C -1.0842 -3.0208 -2.4466
20 C -0.2470 -1.8812 -2.2071
21 C -5.1440 -0.9515 -1.4919
22 C 2.3886 0.1949 3.4661
23 C -1.5618 3.3215 0.7148
24 C 3.4849 -1.2463 -1.3738
25 C 0.0397 -0.2461 3.4607
26 C 3.2517 -2.5131 -0.5990
27 C 1.2830 -0.1598 1.3624
28 C 4.6482 -1.1221 -2.1279
29 C 0.1861 -1.7185 -0.8416
30 C -1.3451 -3.9590 -1.4846
31 C -4.4072 -2.0002 -0.6772
32 C 2.4596 0.1377 2.0701
33 C 0.3755 3.3494 1.9928
34 C -2.9797 4.9812 1.8838
35 H 3.7255 1.1554 0.6323
36 H 0.0284 2.1293 0.2123
37 H 0.8398 2.6119 2.6458
38 H -4.0777 -2.8102 -1.3310
39 H -4.1548 -1.2737 -3.2502
40 H -1.1279 3.6403 3.5563
41 H -5.3701 -0.0864 -0.8643
42 H 1.2053 0.0490 5.2448
43 H -0.3900 5.1539 2.9965
44 H -3.5475 4.5238 2.6983
45 H -3.5789 4.9677 0.9784
46 H -1.4596 -3.1660 -3.4540
47 H 2.4994 -3.1361 -1.0859
48 H -6.0952 -1.3618 -1.8395
49 H 5.8533 0.0953 -3.4121
50 H 2.1885 1.8210 -2.0579
51 H 4.2829 -0.4502 1.0437
52 H -0.9005 -0.3801 3.9797
53 H 3.2980 0.4076 4.0148
54 H -3.4577 -1.0350 0.8670
55 H -0.8318 -0.4837 1.5348
56 H -0.9761 -4.6058 0.5529
57 H 0.3614 -2.6267 1.1007
58 H 0.8195 -0.2739 -3.1847
59 H 2.8977 -2.3132 0.4141
60 H 4.1738 -3.0879 -0.5273
61 H 4.4608 0.8582 2.2060
62 H 4.2748 2.0074 -3.3649
63 H -2.5431 -2.1863 0.1623
64 H -1.9451 -4.8261 -1.7366
65 H -4.8192 0.1930 -3.1663
66 H 1.1460 3.9954 1.5654
67 H -2.7482 6.0120 2.1477
68 H 5.3463 -1.9501 -2.1500
69 H -5.0932 -2.4363 0.0519
70 H -0.3914 -1.1628 -4.2078

ΔE to the lowest compared entry with this formula, charge and spin: 0.0 kcal/mol
LUMO level: -2.15 eV
E_tot: -55501.221 eV
Spin multiplicity: 1
Charge: +1
Maximum force: 0.2 eV/A
HOMO energy: -0.3372 Eh

Which formula does entry 1 have? C27H36N2O3

Copy entry 2 word for word.
# C27H36N4O6RuS2

A structure of composition C27H36N4O6RuS2 (wB97M-V/def2-TZVPD, the OMol25 dataset).

Geometry (Å):
1 Ru -0.3806 -0.6658 1.0717
2 S -4.3675 -1.2541 1.6297
3 S -2.8807 -0.6515 2.8449
4 O -5.3585 -1.9577 2.4149
5 O -4.8631 -0.1697 0.8276
6 O -1.9559 0.7577 0.3484
7 O -0.1065 -2.4034 2.6567
8 O -0.3755 -0.2458 -1.6841
9 O -3.7938 -2.2697 0.5203
10 N 0.4021 -2.5601 -0.0182
11 N 2.4205 -1.0477 1.3612
12 N 1.2580 1.3055 -1.5733
13 N 0.1921 1.6003 1.8867
14 C 0.5904 0.4704 -3.7639
15 C 1.8593 3.2492 -3.0411
16 C -3.1636 -4.2778 3.1764
17 C 1.8960 0.4466 3.2326
18 C -2.8565 2.2745 -1.1863
19 C 2.3328 2.0647 -2.1730
20 C 1.2949 -2.6690 -1.1446
21 C -1.9179 1.9096 -0.1629
22 C 1.0246 1.6813 3.0778
23 C -3.0759 -3.5612 0.8153
24 C -2.0369 -3.4996 3.4480
25 C 2.7938 0.2023 2.0114
26 C -1.1958 -2.9944 2.3856
27 C -0.0696 2.7181 1.3076
28 C 2.7883 -2.1729 2.2115
29 C -2.9222 3.5415 -1.6929
30 C 0.2698 1.8042 -4.4712
31 C 2.7497 -2.4744 -0.7080
32 C -3.6712 -4.3717 1.9192
33 C 0.4567 3.0525 -3.6097
34 C -0.7863 -3.1029 -0.0706
35 C 0.4213 0.4835 -2.2548
36 C -1.0121 2.9474 0.2595
37 C -1.6288 -3.2525 1.0429
38 C -2.0518 4.5555 -1.2382
39 C -1.1172 4.2416 -0.2868
40 C 3.0310 -1.1653 0.0388
41 H -3.6776 -4.7621 3.9982
42 H 2.2831 -3.0718 1.8714
43 H 2.4536 -1.9922 3.2291
44 H 1.0505 -1.9269 -1.9155
45 H 0.2012 3.9292 -4.2099
46 H 3.8602 0.1924 2.3005
47 H -3.6531 3.7799 -2.4582
48 H -0.2524 3.0169 -2.7845
49 H 2.6717 -0.3330 -0.5724
50 H -1.6901 -3.3516 4.4609
51 H 1.1992 -3.6591 -1.6127
52 H -0.0553 -0.3202 -4.1394
53 H -0.4357 5.0078 0.0751
54 H 2.4809 0.5219 4.1509
55 H -3.5322 1.4897 -1.5039
56 H 2.9403 1.3896 -2.7824
57 H 0.4475 3.6195 1.6734
58 H -1.1490 -3.5277 -1.0193
59 H 2.5782 3.3945 -3.8531
60 H -0.7738 1.7838 -4.7899
61 H 3.0512 -3.3252 -0.0955
62 H 1.8526 4.1612 -2.4392
63 H 0.8825 1.8810 -5.3745
64 H 3.3819 -2.4748 -1.6010
65 H 1.0852 1.3462 -0.5776
66 H 1.2106 -0.3986 3.3243
67 H 3.8830 -2.3185 2.2120
68 H 1.6232 0.1770 -3.9737
69 H 2.6611 1.0109 1.2849
70 H -3.2005 -4.0783 -0.1385
71 H -2.1216 5.5599 -1.6366
72 H 1.6362 2.5975 3.0634
73 H -4.5554 -4.9591 1.7147
74 H 0.3637 1.7377 3.9497
75 H 2.9762 2.4250 -1.3710
76 H 4.1299 -1.0619 0.1313

LUMO level (spin up / spin down): 2.38 / 2.03 eV
E_tot: -71079.931 eV
⟨S²⟩: 8.7874
Spin multiplicity: 6
Charge: -1
Maximum force: 0.7 eV/A
HOMO energy (spin up / spin down): -0.1453 / -0.1556 Eh

Look up the spin multiplicity of the first one. 1